The following is a DFT calculation (wB97M-V/def2-TZVPD) of a structure of composition C30H43BrN2P2SW in a non-equilibrium geometry.

The total charge is +4. The value obtained for the electronic energy is -4998.688002 Eh. As for the spin multiplicity: 3. The expectation value of S² is 2.08. The LUMO energy (spin up / spin down) is -0.5091 / -0.5126 Ha. The strongest force on any atom comes out at 0.0669 hartree/bohr.

```
80
C30H43BrN2P2SW, DFT wB97M-V/def2-TZVPD
C 4.8642 1.1659 -4.9421
C 4.1318 2.3798 -4.7850
C 4.6889 3.5169 -5.4446
C 5.9166 3.4028 -6.1039
N 6.5817 2.2592 -6.1985
C 6.0777 1.1747 -5.6421
C 2.9380 2.4238 -3.9574
C 2.3033 1.6768 -3.0853
C 2.7163 0.8412 -1.8843
C 2.6664 -0.5593 -1.7580
C 3.1599 -1.1810 -0.6196
C 3.7342 -0.4574 0.4627
C 3.3468 0.8885 0.5060
C 3.1425 1.6150 -0.7358
W 0.9637 2.0174 -1.6337
P -1.0325 1.1142 -2.7034
H 4.1832 4.4794 -5.4012
H 4.4857 0.2453 -4.4955
H 6.3704 4.2662 -6.5679
H 6.6355 0.2542 -5.7339
H 3.6867 2.5892 -0.9192
H 2.2693 -1.1350 -2.5818
H 3.2645 1.4135 1.4641
H 3.1426 -2.2560 -0.5360
C -2.5139 1.1389 -1.5688
C -3.8234 1.7143 -2.1117
H -2.2121 1.6781 -0.6607
H -2.6713 0.1103 -1.2081
H -4.5582 1.7939 -1.2951
H -3.7129 2.7175 -2.5404
H -4.2547 1.0609 -2.8806
C -1.2163 2.2357 -4.1398
C -0.6483 1.6579 -5.4381
H -0.6834 3.1732 -3.9112
H -2.2840 2.4814 -4.2509
H -0.6386 2.4335 -6.2101
H 0.3799 1.3038 -5.3320
H -1.2520 0.8318 -5.8256
C -1.1162 -0.5770 -3.3466
C -2.4621 -0.9777 -3.9888
H -0.8889 -1.2618 -2.5163
H -0.3030 -0.6999 -4.0733
H -2.3684 -1.9216 -4.5505
H -3.2571 -1.1396 -3.2515
H -2.8413 -0.2356 -4.7043
Br 4.5523 -1.3182 1.8889
P -0.0124 3.6616 -0.3909
C -1.5063 4.4523 -1.1356
C -2.2335 5.4356 -0.2249
H -2.1621 3.6120 -1.3939
H -1.2242 4.9274 -2.1007
H -3.2853 5.5303 -0.5247
H -2.2352 5.1252 0.8200
H -1.7961 6.4354 -0.2848
C -0.2620 3.5301 1.4192
C 0.1811 4.7102 2.2879
H 0.2597 2.6225 1.7453
H -1.3374 3.3200 1.5692
H 0.2108 4.4118 3.3467
H 1.1876 5.0609 2.0520
H -0.4993 5.5593 2.2266
C 1.6094 4.3175 -0.9021
C 1.3869 5.7751 -1.3645
H 2.0281 3.7257 -1.7964
H 2.3148 4.2378 -0.0615
H 2.2408 6.1158 -1.9683
H 0.5183 5.8911 -2.0176
H 1.2560 6.4701 -0.5225
S 0.2999 0.5880 0.0053
C -0.0319 -0.8837 0.8998
N 0.6010 -1.1236 2.1146
C 0.2485 -2.1771 2.9097
C -0.7451 -3.0262 2.4689
C -1.3985 -2.8293 1.2454
C -1.0224 -1.7394 0.4617
H 1.3816 -0.5068 2.3909
H 0.8070 -2.2995 3.8421
H -0.9962 -3.8877 3.0649
H -2.1890 -3.4875 0.8962
H -1.4746 -1.4807 -0.5012
```

***

The following is a DFT calculation (wB97M-V/def2-TZVPD) of a cluster of 4 separate species, C30H45B2BrF24N3O12Si in total in a non-equilibrium geometry.

The total charge is +1. The value obtained for the electronic energy is -7547.428055 Eh. The LUMO energy is -0.1032 Ha. The strongest force on any atom comes out at 0.0543 hartree/bohr.

```
118
C30H45B2BrF24N3O12Si, DFT wB97M-V/def2-TZVPD
C 2.2085 -1.9617 2.7982
C 0.8264 -1.7220 3.4482
C 0.6826 -0.2675 3.7883
O 0.9460 0.2477 4.8017
O 0.2531 0.5125 2.7286
C -1.0003 1.1957 2.9477
C -1.9065 1.0081 1.7267
C -1.5073 1.9220 0.5621
Br -2.7364 1.4937 -0.9429
N -0.1781 1.4974 0.1185
C 0.8330 2.4385 0.1360
N 1.7284 2.3901 -0.8031
C 1.7209 1.3627 -1.8613
C 2.9555 1.4766 -2.7775
O 2.5897 1.3882 -4.1281
Si 1.9726 -0.0190 -4.8082
C 0.1122 0.1217 -4.9719
C 2.3480 -1.5183 -3.7443
C 2.6936 -0.2689 -6.5015
N 0.8914 3.3283 1.1673
C -0.3473 4.1214 1.4313
O -0.0180 5.3545 0.8455
O -0.5453 4.2922 2.7851
B 0.4958 4.8621 3.5707
O 0.6621 6.2141 3.6762
O 1.3986 3.9908 4.1391
C -1.5683 3.4671 0.7253
C -2.9410 4.0382 1.1524
B -3.6195 3.6627 2.5582
O -4.6893 2.7982 2.5745
O -3.2456 4.2231 3.7660
H 2.2581 -1.4368 1.8317
H 2.3581 -3.0238 2.5897
H 3.0168 -1.5725 3.4255
H 0.0574 -1.9725 2.7106
H 0.6899 -2.3157 4.3566
H -1.4948 0.8185 3.8547
H -0.7779 2.2474 3.1233
H -1.7885 -0.0300 1.3756
H -2.9595 1.0926 2.0156
H 0.1115 0.6591 0.6216
H 2.4892 3.0591 -0.7995
H 1.6746 0.3731 -1.3885
H 0.8021 1.4939 -2.4481
H 3.6988 0.7139 -2.5019
H 3.4488 2.4513 -2.6298
H -0.2131 1.1437 -5.1998
H -0.2041 -0.5136 -5.8130
H -0.4236 -0.2400 -4.0844
H 1.6062 -1.6339 -2.9388
H 2.2905 -2.4166 -4.3710
H 3.3536 -1.4997 -3.3001
H 2.1794 -1.1370 -6.9408
H 3.7682 -0.4856 -6.4815
H 2.5065 0.5878 -7.1598
H 1.6643 3.9846 1.0563
H -0.8053 5.8041 0.5204
H 0.3615 6.5970 4.5037
H 1.0843 3.0792 4.1095
H -1.4161 3.8256 -0.3102
H -2.8709 5.1387 1.1057
H -3.6398 3.7645 0.3487
H -4.9740 2.5119 1.7024
H -2.7054 3.6790 4.3378
C -6.5217 -2.2331 -4.8759
C -5.0056 -2.4144 -5.0053
C -4.2550 -3.0142 -3.8109
F -4.3489 -2.2210 -2.7203
F -2.9444 -3.1247 -4.1303
F -4.4175 -1.2633 -5.3866
F -4.8314 -3.3286 -6.0052
O -6.9877 -0.9446 -4.5527
C -7.1127 -0.5311 -3.2692
C -6.2272 0.6926 -2.9990
F -4.9387 0.4076 -3.2881
F -6.3122 1.0178 -1.6880
F -6.8738 -1.5155 -2.3874
F -8.3871 -0.1192 -3.0796
H -6.9021 -2.4070 -5.8813
H -6.9560 -3.0008 -4.2338
H -4.6455 -4.0078 -3.5770
H -6.5556 1.5371 -3.6059
C -1.4609 -5.8012 0.2695
C -1.2340 -4.3009 0.0700
C -0.7923 -3.8101 -1.3109
F 0.4046 -4.3198 -1.6539
F -0.6715 -2.4579 -1.2641
F -0.3921 -3.8201 1.0147
F -2.4521 -3.7079 0.2680
O -0.4195 -6.5197 0.8774
C 0.5949 -7.0688 0.1542
C 1.9542 -6.4890 0.5713
F 1.9546 -5.1435 0.4219
F 2.9083 -7.0095 -0.2214
F 0.3917 -6.9571 -1.1666
F 0.6420 -8.3859 0.4496
H -2.2781 -5.8575 0.9880
H -1.8120 -6.2720 -0.6501
H -1.5356 -4.0687 -2.0688
H 2.1596 -6.7389 1.6133
C 4.5584 2.9464 3.4842
C 4.5570 2.2635 2.1162
C 3.6681 1.0226 1.9686
F 4.0774 0.0157 2.7504
F 3.7180 0.6055 0.6730
F 5.7928 2.0016 1.6743
F 3.9821 3.1812 1.2485
O 5.6121 2.6599 4.3634
C 5.5724 1.5950 5.2164
C 6.6960 0.5902 4.9222
F 6.6030 0.1543 3.6480
F 6.5552 -0.4634 5.7494
F 4.3681 0.9998 5.2209
F 5.7956 2.0652 6.4608
H 4.6693 4.0098 3.2732
H 3.5757 2.8230 3.9421
H 2.6301 1.2713 2.2128
H 7.6682 1.0592 5.0795
```

***

The following is a DFT calculation (wB97M-V/def2-TZVPD) of a structure of composition C30H45BrN2P2Pt in a non-equilibrium geometry.

The total charge is +4. The value obtained for the electronic energy is -4653.946581 Eh. As for the spin multiplicity: 5. The expectation value of S² is 6.12. The LUMO energy (spin up / spin down) is -0.4769 / -0.5252 Ha. The strongest force on any atom comes out at 0.0647 hartree/bohr.

```
81
C30H45BrN2P2Pt, DFT wB97M-V/def2-TZVPD
N -2.3220 -2.4812 6.8524
C -1.4828 -3.3891 6.4119
C -0.1360 -3.0953 6.2089
C 0.2361 -1.7277 6.2974
C -0.5621 -0.8967 7.1333
C -1.9174 -1.2775 7.2574
C 1.2238 -1.1733 5.3894
Pt 1.4760 0.9194 -0.2197
P 0.1224 0.5154 -4.3413
C 1.5721 0.1525 5.3039
C 2.2105 0.6923 4.1201
C 1.8083 1.9540 3.6028
C 1.9071 2.1362 2.2251
C 2.3576 0.9992 1.5363
C 3.2033 0.0467 2.0200
C 3.1449 -0.0926 3.3991
Br 1.0700 2.6722 -1.8312
H 1.6285 -1.8791 4.6391
H 1.2943 0.9039 6.0499
H 0.5596 -3.8374 5.8584
H -0.2073 0.0307 7.5623
H -1.9011 -4.3671 6.1647
H -2.6952 -0.6121 7.6430
H 1.3176 2.7107 4.2234
H 3.6860 -0.8941 3.8939
H 1.5910 2.9913 1.6177
H 3.7463 -0.5455 1.3150
P -0.9539 0.9541 0.3461
C 1.8354 -0.0527 -4.5463
C 2.6736 0.1477 -5.8242
H 1.7473 -1.1512 -4.4245
H 2.4038 0.3556 -3.6809
H 3.1444 -0.8252 -6.0793
H 2.0845 0.4837 -6.6905
H 3.5277 0.8438 -5.7080
C -0.2718 2.1544 -5.0601
C 0.6357 2.9254 -6.0091
H -0.3880 2.7500 -4.1327
H -1.2506 1.9783 -5.5349
H 0.3672 3.9912 -5.9122
H 1.7217 2.8823 -5.8271
H 0.4273 2.6347 -7.0378
C -0.9888 -0.7411 -5.0192
C -0.7645 -0.8071 -6.5160
H -2.0216 -0.4246 -4.7641
H -0.7483 -1.6960 -4.5073
H -1.5149 -1.4780 -6.9530
H -0.8808 0.1860 -6.9850
H 0.2316 -1.2118 -6.7518
C -2.5779 0.1200 -0.1506
C -3.2691 0.4396 -1.4795
H -3.2400 0.4703 0.6598
H -2.4330 -0.9630 -0.0436
H -4.3507 0.5375 -1.2738
H -2.9357 1.3863 -1.9468
H -3.1657 -0.3846 -2.2009
C -1.5672 2.6794 0.0839
C -0.8336 3.8648 0.7034
H -2.5877 2.6214 0.5067
H -1.6313 2.8064 -1.0073
H -1.6009 4.6131 0.9682
H -0.2860 3.6031 1.6261
H -0.1423 4.3185 -0.0230
C -1.1268 0.5515 2.1761
C -1.7771 -0.7822 2.6016
H -1.7331 1.3967 2.5523
H -0.1087 0.6474 2.5865
H -1.4965 -0.9621 3.6527
H -2.8766 -0.7119 2.5533
H -1.4285 -1.6501 2.0039
C 0.2674 -3.7455 -0.5106
C 1.5464 -3.3888 -0.0715
C 1.9932 -2.0850 -0.3170
N 1.0971 -1.1370 -0.6437
C -0.0955 -1.4785 -1.1776
C -0.5477 -2.8033 -1.1469
H -0.0954 -4.7585 -0.3872
H 2.2176 -4.0579 0.4455
H 3.0373 -1.7734 -0.2259
H -0.6919 -0.6749 -1.6431
H -1.5088 -3.0543 -1.5862
```

***

The following is a DFT calculation (wB97M-V/def2-TZVPD) of a cluster of 2 separate species, C30H45BrNO5 in total in a non-equilibrium geometry.

The total charge is +1. The value obtained for the electronic energy is -4174.751176 Eh. The LUMO energy is -0.1375 Ha. The strongest force on any atom comes out at 0.0311 hartree/bohr.

```
82
C30H45BrNO5, DFT wB97M-V/def2-TZVPD
C 2.4787 -3.9563 2.4817
C 2.1032 -2.8567 1.8535
C 0.7037 -2.4195 1.7582
C 0.0727 -1.8034 2.8491
C 0.8072 -1.4752 4.1214
C 1.8834 -0.3833 3.8749
C 1.8661 0.7476 4.9130
C 3.2706 1.3643 4.9474
C 0.8593 1.8523 4.5000
C -1.2560 -1.4468 2.7320
N -1.9185 -1.6875 1.5960
O -3.2353 -1.2974 1.5363
C -4.0964 -2.3296 2.0923
C -5.5257 -1.9792 1.6931
O -5.6520 -0.5883 1.6613
C -6.7570 -0.1149 0.8854
C -7.3568 1.0920 1.5845
C -1.3542 -2.2340 0.5003
C -2.2491 -2.3539 -0.6935
C -2.6349 -1.0021 -1.2316
O -2.1880 0.0194 -0.8978
Br -4.0033 -1.1103 -2.6025
C -0.0099 -2.6064 0.5587
C 0.7170 -3.1767 -0.6349
C 1.7535 -2.1831 -1.1535
C 1.3838 -0.8549 -1.3646
C 2.3047 0.0754 -1.8269
C 3.6213 -0.2908 -2.0763
C 4.6023 0.7397 -2.5298
C 3.9724 -1.6199 -1.8786
C 3.0601 -2.5652 -1.4202
H 3.5130 -4.2535 2.5114
H 1.7882 -4.6152 2.9854
H 2.8410 -2.2453 1.3572
H 1.3081 -2.3817 4.4444
H 0.1044 -1.1692 4.8885
H 2.8677 -0.8423 3.8435
H 1.7260 0.0513 2.8909
H 1.5940 0.3616 5.8913
H 3.3455 2.1701 5.6661
H 3.4940 1.7181 3.9431
H 4.0025 0.5866 5.1555
H -0.0699 1.8045 5.0606
H 1.3156 2.8272 4.6202
H 0.6053 1.7728 3.4460
H -1.8124 -0.9626 3.5157
H -3.8099 -3.3040 1.7059
H -3.9782 -2.3090 3.1724
H -6.2034 -2.4249 2.4239
H -5.7484 -2.4314 0.7226
H -7.4942 -0.9031 0.7500
H -6.3912 0.1953 -0.0940
H -7.9740 0.7586 2.4120
H -6.5484 1.7145 1.9446
H -7.9585 1.6497 0.8740
H -1.8363 -2.9528 -1.4914
H -3.1758 -2.8449 -0.4103
H 1.2082 -4.1002 -0.3489
H 0.0250 -3.3670 -1.4441
H 0.3726 -0.5276 -1.1673
H 2.0057 1.1019 -1.9805
H 4.1022 1.5597 -3.0274
H 5.3970 0.3419 -3.1500
H 5.0749 1.1727 -1.6478
H 4.9912 -1.9286 -2.0728
H 3.3760 -3.5875 -1.2742
C 0.7227 4.5935 -7.0411
O 0.2613 4.9229 -5.7415
C -0.0924 3.7938 -4.9630
C 0.9937 3.4371 -3.9723
O 2.1782 2.9827 -4.6050
C 3.1947 3.9688 -4.6799
H 1.1656 5.4907 -7.4693
H 1.4781 3.8046 -7.0141
H -0.1110 4.2759 -7.6757
H -0.3185 2.9361 -5.6042
H -1.0010 4.0505 -4.4091
H 0.6358 2.6123 -3.3440
H 1.1983 4.2924 -3.3202
H 3.6387 4.1247 -3.6898
H 2.8108 4.9180 -5.0586
H 3.9650 3.6054 -5.3578
```

***

The following is a DFT calculation (wB97M-V/def2-TZVPD) of a structure of composition C30H45BrO2P2Y in a non-equilibrium geometry.

The total charge is +1. The value obtained for the electronic energy is -4615.346712 Eh. The LUMO energy (spin up / spin down) is -0.0833 / -0.0833 Ha. The strongest force on any atom comes out at 0.1103 hartree/bohr.

```
81
C30H45BrO2P2Y, DFT wB97M-V/def2-TZVPD
Y 1.4310 -0.8059 0.4747
C -0.9420 -1.1291 2.1055
C -0.6863 -2.2681 1.2726
C 0.9882 -2.1201 2.8664
C 0.0678 -1.0640 3.1019
C 0.5254 -2.8819 1.7479
C -2.1452 -0.2639 2.1459
H -2.8757 -0.5020 1.3625
H -1.8552 0.7941 2.0407
H -2.6631 -0.3493 3.1167
C 0.0136 -0.2006 4.2992
H -0.2055 0.8366 4.0180
H 0.9612 -0.2068 4.8483
H -0.7742 -0.5222 5.0035
C 2.0804 -2.4695 3.8029
H 1.6920 -2.6186 4.8232
H 2.8197 -1.6589 3.8463
H 2.5987 -3.3858 3.4998
C 1.0148 -4.2506 1.4204
H 1.1469 -4.8403 2.3427
H 1.9878 -4.2409 0.9066
H 0.3101 -4.7933 0.7785
C -1.6849 -2.9277 0.3867
H -1.6799 -4.0160 0.5425
H -1.4842 -2.7660 -0.6813
H -2.6986 -2.5620 0.5975
C -2.2953 2.3670 -0.6569
C -3.3183 1.4964 -0.6003
C -3.4664 0.2843 -1.4631
C -3.1159 0.5082 -2.9616
C -1.7186 -0.0127 -3.3505
C -0.8440 -0.4470 -2.1677
C -0.5766 0.5403 -1.0005
C -0.9351 2.0387 -1.1610
H -4.5174 -0.0218 -1.4097
H -3.2587 1.5615 -3.2726
H -2.9346 -0.5998 -1.0734
H -0.7226 2.3809 -2.1823
H -2.4106 3.3928 -0.2834
H -4.1354 1.6941 0.0910
H -0.2248 2.5975 -0.5397
H -1.0835 0.1581 -0.0951
H -1.1976 -1.4231 -1.8020
H 0.5315 0.6610 -0.7675
H -3.8413 -0.0886 -3.5434
H -1.9229 -0.9319 -3.9372
P -0.5632 0.9702 -4.3414
C -0.8913 2.7202 -4.4763
C -1.0425 0.4170 -6.0106
P 1.0066 -0.8676 -2.6184
C 1.0909 0.4287 -3.9568
C 0.8605 -2.3768 -3.5844
C 2.6456 -0.7716 -1.8300
H -0.0264 3.2977 -4.1412
H -1.8003 3.0289 -3.9570
H -1.0383 2.9114 -5.5514
H -0.6662 1.1843 -6.6980
H -2.1427 0.3811 -6.0878
H -0.6157 -0.5615 -6.2685
H 3.3012 -0.3806 -2.6238
H 3.0131 -1.7769 -1.5550
H 2.8114 -0.0221 -0.9968
H 1.7062 1.2979 -3.6762
H 1.5094 0.0013 -4.8851
H 1.4269 -3.1763 -3.0939
H 1.2734 -2.2203 -4.5900
H -0.1858 -2.6944 -3.6808
Br -0.2242 3.4208 2.6247
C 1.3636 3.0429 3.6156
C 1.4989 3.6359 4.8734
C 2.5496 3.2762 5.7318
C 3.4841 2.3264 5.3235
C 3.3664 1.7253 4.0740
C 2.3370 2.0929 3.1896
C 2.1650 1.2173 2.0139
O 1.1314 1.3026 1.2393
O 2.9779 0.2114 1.7880
H 0.7473 4.3429 5.2142
H 2.6096 3.7100 6.7224
H 4.3180 2.0227 5.9638
H 4.0478 0.9390 3.7565
```